1.
ORCA calculation (wB97M-V/def2-TZVPD) on a cluster of 5 separate species, C16H28FO10S2 in total.

Computed properties:
* orbital gap: 8.23 eV
* E_HOMO: -5.805 eV
* total charge: -1

CARTESIAN COORDINATES (ANGSTROEM)
F1 19.1170 15.6270 39.2150
C1 20.7620 19.8780 37.8640
C2 19.4820 19.1280 38.1780
C3 19.1070 19.0950 39.6890
O1 17.7750 19.6450 39.5800
C4 17.4820 20.0030 38.4000
O2 16.4460 20.5500 37.9910
O3 18.4500 19.7340 37.5250
H1 21.0610 19.6570 36.8950
H2 21.5390 19.6650 38.4550
H3 20.7560 20.8510 38.0660
H4 19.5290 18.1040 37.7930
H5 19.5680 19.7110 40.2090
H6 18.8680 18.0900 40.1520
C5 15.9960 16.7630 37.7650
C6 16.5420 16.9060 36.2670
C7 18.1100 16.1680 36.1800
O4 18.0460 15.6840 34.8560
C8 16.7710 15.6170 34.4040
O5 16.5580 15.1140 33.3020
O6 15.9200 16.1660 35.3040
H7 14.9120 17.3520 37.6570
H8 16.7320 17.1840 38.4950
H9 15.6980 15.5420 37.6930
H10 16.4040 17.9870 35.8070
H11 18.1630 15.1960 36.9290
H12 18.9160 16.8410 36.3260
C9 16.2060 12.6090 40.6040
C10 17.2740 12.9580 39.5570
C11 16.9900 12.0320 38.3660
S1 15.2320 11.7570 38.4220
O7 14.8580 10.3540 38.6550
O8 14.6360 12.5230 37.3430
C12 14.8540 12.5660 39.8720
H13 16.2960 13.1220 41.4690
H14 16.4360 11.4940 41.0160
H15 18.1810 13.0010 39.8400
H16 16.9510 13.8830 39.2240
H17 17.4290 11.0190 38.5240
H18 17.3330 12.5230 37.4240
H19 14.0690 11.8750 40.4320
H20 14.5550 13.4800 39.4300
C13 21.6160 15.0240 37.0310
C14 23.0490 14.6120 37.5090
C15 23.9770 15.7550 37.0960
S2 23.1370 16.6350 35.8140
O9 23.8860 16.7280 34.5490
O10 22.4320 17.7690 36.3160
C16 21.8150 15.5140 35.6320
H21 21.1030 15.7440 37.7310
H22 20.9830 14.0860 37.0790
H23 23.5220 13.7070 37.0860
H24 23.0430 14.5840 38.4370
H25 24.9010 15.3100 36.7980
H26 24.2520 16.4330 37.8390
H27 22.0280 14.7420 34.7890
H28 21.1080 15.9990 35.1670

=====

2.
ORCA calculation (wB97M-V/def2-TZVPD) on a structure of composition C16H28HfN7O2S.

Computed properties:
* relative energy (zero: lowest compared OMol25 entry of this formula, charge and spin): 15.1 kcal/mol
* orbital gap: 8.84 eV
* E_HOMO: -18.705 eV
* total charge: +3

CARTESIAN COORDINATES (ANGSTROEM)
Hf1 -0.5449 -0.3801 0.2333
C1 0.7346 4.1459 -0.8134
C2 0.4362 2.7927 -0.1717
N1 -0.4756 1.9638 -0.4811
N2 -1.2325 2.3236 -1.5942
C3 -2.5036 1.7788 -1.6283
N3 -3.3201 2.4831 -2.3531
S1 -2.8452 0.4400 -0.7439
C4 1.1320 2.3233 1.1229
C5 1.7197 3.2471 1.9358
C6 2.2846 2.7878 3.1558
C7 2.3789 1.3871 3.3216
C8 1.6633 0.5003 2.4930
N4 0.9878 1.0236 1.4088
H1 1.1402 4.0262 -1.8913
H2 -0.1347 4.7614 -0.9180
H3 1.4755 4.7892 -0.3501
H4 -1.2678 3.3306 -1.7480
H5 -2.9817 3.0916 -3.0746
H6 -4.2903 2.1531 -2.4532
H7 1.6426 4.3342 1.6667
H8 2.6224 3.5505 3.8542
H9 2.9376 1.0619 4.1684
H10 1.6037 -0.5205 2.8105
C9 1.5698 -0.6933 -2.2819
C10 2.2610 -0.6785 -0.9364
N5 1.3852 -1.5810 -0.0287
C11 1.2601 -3.0001 -0.4543
C12 -0.1556 -3.5402 -0.2362
N6 -1.2165 -2.4823 -0.5109
C13 -1.5786 -2.4946 -1.9357
C14 -0.4949 -1.9400 -2.7746
N7 0.0725 -0.6978 -2.1058
H11 1.8507 0.1745 -2.9125
H12 1.8584 -1.5476 -2.8386
H13 3.2500 -1.1959 -0.9619
H14 2.3626 0.2974 -0.5784
H15 1.8697 -1.6221 0.8634
H16 1.6195 -3.0801 -1.4535
H17 1.9852 -3.6040 0.1150
H18 -0.2228 -4.3671 -0.9101
H19 -0.3872 -3.9595 0.7622
H20 -2.0174 -2.6746 0.0579
H21 -1.8576 -3.4796 -2.2999
H22 -2.4919 -1.8098 -2.0333
H23 0.3045 -2.6417 -2.9357
H24 -0.8503 -1.7081 -3.7830
H25 -0.3035 0.0713 -2.6848
C15 -2.1959 -1.4911 4.1987
O1 -0.8806 -1.6097 3.3942
C16 -0.9486 -1.0633 2.2549
O2 -2.0107 -0.4703 1.7921
H26 -1.8290 -1.0510 5.1276
H27 -2.3917 -2.5008 4.4720
H28 -2.9792 -0.9543 3.6681

=====

3.
ORCA calculation (wB97M-V/def2-TZVPD) on a structure of composition C16H28IO2P2W.

Computed properties:
* orbital gap (alpha / beta): 4.24 / 4.17 eV
* E_HOMO (alpha / beta): -17.686 / -17.926 eV
* total charge: +3
* ⟨S²⟩: 2.15
* spin multiplicity: 3

CARTESIAN COORDINATES (ANGSTROEM)
C1 -1.8665 -2.3238 -0.2611
C2 -0.4358 -2.4552 0.1792
H1 -2.0447 -3.1131 -1.0071
H2 -2.2350 -1.3771 -0.8072
H3 -2.5440 -2.4794 0.5865
O1 0.1687 -3.5231 0.2566
I1 -2.8746 1.4671 -1.7418
W1 -0.9927 0.2223 -0.5675
P1 -1.6819 0.4798 1.7868
C3 -0.6208 0.1026 3.2128
C4 -2.2666 2.1832 2.1204
H4 -2.7539 2.1935 3.1061
H5 -3.6460 -0.0533 3.0807
H6 -2.9896 2.5023 1.3599
H7 -3.8943 -0.4856 1.3618
H8 0.0660 0.9339 3.4126
H9 -1.4298 2.8916 2.1303
C5 -3.1770 -0.4994 2.1911
H10 -1.2539 -0.0749 4.0967
H11 -2.8961 -1.5363 2.4138
H12 -0.0165 -0.7917 3.0171
P2 0.3016 -0.6553 -2.3880
C6 1.9503 -1.3764 -2.1475
C7 -0.5543 -2.0200 -3.2562
H13 -0.4521 1.0015 -4.0164
H14 0.9553 0.0587 -4.5918
H15 1.1828 1.3850 -3.4159
C8 0.5145 0.5727 -3.7254
H16 -1.5840 -1.7330 -3.5009
H17 0.0029 -2.2144 -4.1845
H18 2.1855 -1.9904 -3.0301
H19 1.9616 -2.0118 -1.2498
H20 -0.5576 -2.9252 -2.6352
H21 2.7036 -0.5887 -2.0292
C9 0.3384 -1.1796 0.5138
O2 1.3910 -1.1152 1.1493
C10 0.1605 1.9869 -0.4771
C11 1.5365 1.9217 0.2000
C12 2.6678 1.5870 -0.5512
C13 3.8474 1.2223 0.1042
C14 3.9374 1.3590 1.4955
C15 2.8337 1.7992 2.2340
C16 1.6559 2.1623 1.5743
H22 -0.4872 2.7041 0.0360
H23 0.2625 2.2877 -1.5253
H24 2.5976 1.5993 -1.6436
H25 4.6842 0.8236 -0.4761
H26 4.8790 1.1233 2.0074
H27 2.8746 1.8522 3.3256
H28 0.8135 2.6097 2.1070